(1)
# C5H11N4O2S

An isolated ion of composition C5H11N4O2S and charge +1 (the ωB97M-V functional and the def2-TZVPD basis, OMol25).

For the largest force on an atom, the calculation gives 5.47 eV Å⁻¹. The HOMO energy (alpha / beta) comes out at -12.93 / -12.93 eV. For the HOMO-LUMO gap (alpha / beta), the calculation gives 0.3121 / 0.3122 hartree. The total charge is +1. The LUMO energy (alpha / beta) is -0.163 / -0.163 hartree.

```
23
C5H11N4O2S | OMol25 | the ωB97M-V functional and the def2-TZVPD basis
C -1.110 1.651 -0.396
C -1.109 -0.676 0.295
C 1.254 0.871 -0.042
C 2.684 0.624 -0.726
C -3.091 0.633 0.421
N 0.278 1.644 -0.629
N -1.709 0.570 0.313
N 0.140 -0.887 -0.119
N 0.619 -2.185 -0.242
O -1.805 2.558 -0.643
O -1.810 -1.665 0.817
S 1.586 0.923 1.713
H 2.732 -0.528 -0.807
H 3.407 0.894 -0.076
H 2.800 1.116 -1.717
H -3.613 1.006 -0.431
H -3.644 -0.399 0.691
H -3.289 1.282 1.178
H 0.513 2.213 -1.438
H 1.626 -2.195 -0.231
H 0.197 -2.641 -0.988
H -1.405 -2.557 0.938
H 1.024 2.075 2.001
```

Atomic charges from the Mulliken analysis, expressed in e, are listed below: atom 1 (C): 0.170, atom 2 (C): 0.701, atom 3 (C): 0.789, atom 4 (C): -1.135, atom 5 (C): -0.965, atom 6 (N): -0.151, atom 7 (N): 0.141, atom 8 (N): 0.164, atom 9 (N): -0.964, atom 10 (O): -0.491, atom 11 (O): -0.503, atom 12 (S): -0.141, atom 13 (H): 0.200, atom 14 (H): 0.443, atom 15 (H): 0.341, atom 16 (H): 0.366, atom 17 (H): 0.302, atom 18 (H): 0.392, atom 19 (H): 0.278, atom 20 (H): 0.212, atom 21 (H): 0.223, atom 22 (H): 0.425, atom 23 (H): 0.204

***

(2)
# C5H11N4Si

A 2-piece molecular cluster, C5H11N4Si overall (the ωB97M-V functional and the def2-TZVPD basis, OMol25).

For the largest force on an atom, the calculation gives 4.60 eV Å⁻¹. The HOMO energy (alpha / beta) comes out at -13.72 / -13.72 eV. For the HOMO-LUMO gap (alpha / beta), the calculation gives 0.2642 / 0.2644 hartree. The total charge is +1. The LUMO energy (alpha / beta) is -0.240 / -0.240 hartree.

```
21
C5H11N4Si | OMol25 | the ωB97M-V functional and the def2-TZVPD basis
C 1.877 1.347 0.567
C 1.077 0.387 0.152
C -1.547 -0.573 1.650
C -0.325 -2.307 -0.928
C -1.324 0.584 -1.231
N 3.199 -1.442 -0.627
N 0.868 3.419 0.203
N 1.441 2.591 0.864
N 2.213 -1.513 -0.149
Si -0.509 -0.635 -0.011
H 2.912 1.124 0.728
H -1.311 0.348 2.151
H -2.571 -0.567 1.491
H -1.351 -1.388 2.294
H 0.647 -2.750 -0.760
H -1.060 -2.987 -0.574
H -0.479 -2.196 -1.981
H -0.874 0.466 -2.177
H -2.314 0.186 -1.279
H -1.329 1.623 -1.013
H 0.761 4.282 0.628
```

Atomic charges from the Mulliken analysis, expressed in e, are listed below: atom 1 (C): 0.348, atom 2 (C): 0.048, atom 3 (C): -1.133, atom 4 (C): -1.059, atom 5 (C): -1.163, atom 6 (N): -0.378, atom 7 (N): -0.431, atom 8 (N): 0.081, atom 9 (N): 0.274, atom 10 (Si): 0.401, atom 11 (H): 0.407, atom 12 (H): 0.335, atom 13 (H): 0.397, atom 14 (H): 0.362, atom 15 (H): 0.386, atom 16 (H): 0.351, atom 17 (H): 0.361, atom 18 (H): 0.386, atom 19 (H): 0.354, atom 20 (H): 0.394, atom 21 (H): 0.281